Entry 1:
{"formula": "C4H10Br2N2", "method": "wB97M-V/def2-TZVPD", "species": ["C", "C", "C", "C", "N", "N", "Br", "Br", "H", "H", "H", "H", "H", "H", "H", "H", "H", "H"], "xyz": [[-0.029, 2.369, -1.060], [-0.686, -2.305, 0.200], [0.442, 1.148, -0.304], [-0.361, -0.111, -0.733], [0.138, -1.302, -0.204], [1.022, -0.209, 1.828], [-0.133, -0.889, 3.022], [2.749, -0.846, 1.776], [0.238, 2.475, -2.137], [-1.109, 2.198, -1.248], [0.330, 3.356, -0.513], [-0.051, -3.150, 0.103], [-0.875, -2.215, 1.302], [-1.631, -2.326, -0.301], [0.169, 1.288, 0.696], [1.470, 0.766, -0.153], [-1.376, 0.028, -0.452], [-0.305, -0.276, -1.823]], "mulliken_spin": [0.000, -0.026, 0.026, 0.000, 0.827, 0.800, 0.105, 0.082, 0.000, 0.002, 0.000, 0.019, 0.089, 0.016, -0.005, 0.001, 0.018, 0.046], "spin_multiplicity": 3, "homo_ha": [-0.29894, -0.32707], "s2": 2.012, "orbital_gap_ev": [7.892, 7.201]}



Entry 2:
{"formula": "C29H41F5HfP2", "method": "wB97M-V/def2-TZVPD", "species": ["Hf", "C", "C", "C", "C", "C", "C", "H", "H", "H", "C", "H", "H", "H", "C", "H", "H", "H", "C", "H", "H", "H", "C", "H", "H", "H", "C", "C", "C", "C", "C", "C", "C", "C", "H", "H", "H", "H", "H", "H", "H", "H", "H", "H", "H", "H", "P", "C", "C", "P", "C", "C", "C", "H", "H", "H", "H", "H", "H", "H", "H", "H", "H", "H", "H", "H", "H", "F", "C", "C", "C", "F", "C", "F", "C", "F", "C", "F"], "xyz": [[1.383, 0.661, 0.283], [-0.971, -0.894, 1.838], [-0.946, -2.119, 1.116], [1.276, -1.552, 1.531], [0.393, -0.508, 2.135], [0.378, -2.529, 0.940], [-2.174, -0.375, 2.542], [-3.030, -1.065, 2.427], [-2.450, 0.642, 2.213], [-1.961, -0.341, 3.624], [0.731, 0.383, 3.300], [-0.106, 1.066, 3.538], [1.608, 1.006, 3.092], [0.978, -0.194, 4.212], [2.515, -2.046, 2.215], [2.420, -2.082, 3.310], [3.394, -1.447, 2.012], [2.761, -3.053, 1.874], [0.812, -3.885, 0.480], [0.777, -4.629, 1.294], [1.842, -3.936, 0.106], [0.162, -4.237, -0.329], [-2.113, -3.007, 0.881], [-2.408, -3.493, 1.820], [-1.879, -3.813, 0.178], [-2.987, -2.466, 0.518], [-3.589, 2.472, -0.073], [-4.837, 1.951, -0.097], [-5.197, 0.521, -0.422], [-5.209, 0.143, -1.945], [-4.117, -0.732, -2.445], [-2.866, -0.542, -2.020], [-2.464, 0.321, -0.841], [-2.438, 1.866, -0.828], [-6.233, 0.338, -0.104], [-5.146, 1.060, -2.529], [-4.663, -0.222, 0.195], [-2.305, 2.363, -1.814], [-3.313, 3.309, 0.606], [-5.730, 2.592, 0.028], [-1.530, 2.239, -0.338], [-3.055, -0.055, 0.004], [-2.044, -1.174, -2.367], [-1.446, 0.089, -0.529], [-6.177, -0.319, -2.188], [-4.336, -1.418, -3.282], [0.869, 1.050, -2.192], [0.684, 2.567, -3.221], [0.049, -0.077, -3.462], [2.406, -0.684, -1.355], [2.512, 0.454, -2.824], [1.744, -2.269, -1.911], [4.097, -0.750, -0.890], [1.561, 3.225, -3.136], [-0.207, 3.130, -2.937], [0.579, 2.304, -4.282], [0.442, 0.136, -4.470], [-1.025, 0.125, -3.494], [0.226, -1.142, -3.260], [4.560, 0.098, -1.417], [4.473, -1.708, -1.280], [4.218, -0.653, 0.192], [3.337, 1.175, -2.762], [2.523, -0.040, -3.804], [2.290, -3.037, -1.363], [1.787, -2.498, -2.981], [0.687, -2.365, -1.624], [4.500, 0.074, 2.894], [3.977, 1.282, 2.523], [3.160, 1.375, 1.376], [2.809, 2.721, 1.094], [1.816, 2.896, 0.081], [3.013, 3.835, 1.891], [2.359, 4.995, 1.631], [3.770, 3.656, 3.046], [3.975, 4.697, 3.878], [4.243, 2.370, 3.357], [4.858, 2.166, 4.542]], "lowdin_charge": [1.414, -0.188, -0.204, -0.335, -0.373, -0.197, -0.002, 0.098, 0.100, 0.108, -0.036, 0.099, 0.043, 0.117, -0.030, 0.109, 0.035, 0.086, -0.037, 0.126, 0.066, 0.092, -0.012, 0.110, 0.085, 0.077, -0.109, -0.076, -0.183, -0.162, -0.081, -0.124, -0.219, -0.196, 0.115, 0.125, 0.098, 0.119, 0.116, 0.123, 0.070, 0.068, 0.076, 0.037, 0.118, 0.125, 0.745, -0.223, -0.215, 0.656, -0.403, -0.213, -0.211, 0.063, 0.044, 0.066, 0.076, 0.038, 0.025, 0.069, 0.087, 0.026, 0.077, 0.085, 0.046, 0.084, 0.048, 0.078, -0.193, -0.136, -0.202, -0.071, -0.112, 0.136, -0.075, 0.163, -0.094, 0.147], "spin_multiplicity": 1, "homo_ha": -0.49460, "total_charge": 2, "orbital_gap_ev": 5.821}



Entry 3:
{"formula": "C57H48FN6PSTi", "method": "wB97M-V/def2-TZVPD", "species": ["Ti", "C", "C", "C", "C", "N", "C", "N", "C", "N", "C", "N", "C", "C", "C", "C", "C", "N", "C", "C", "C", "C", "C", "C", "H", "H", "H", "H", "H", "H", "H", "H", "H", "H", "H", "H", "C", "C", "C", "C", "C", "C", "P", "C", "C", "C", "C", "C", "C", "C", "C", "C", "C", "C", "C", "H", "H", "H", "H", "H", "H", "H", "H", "H", "H", "H", "H", "H", "H", "C", "N", "C", "C", "C", "C", "C", "C", "C", "C", "H", "H", "H", "H", "H", "H", "H", "H", "H", "H", "H", "H", "H", "F", "C", "C", "C", "C", "C", "C", "H", "H", "H", "H", "S", "C", "C", "C", "C", "C", "C", "H", "H", "H", "H", "H"], "xyz": [[-0.809, -0.122, -0.455], [2.923, -2.205, 3.179], [2.549, -3.534, 3.339], [1.683, -4.082, 2.421], [1.202, -3.279, 1.378], [1.595, -2.029, 1.185], [2.431, -1.512, 2.092], [0.258, -3.903, 0.562], [-0.787, -3.413, 0.017], [-1.354, -2.122, -0.090], [-2.694, -2.330, -0.473], [-3.746, -1.615, -0.332], [-3.823, -0.432, 0.373], [-5.091, -0.108, 0.866], [-5.257, 1.025, 1.626], [-4.146, 1.821, 1.882], [-2.933, 1.445, 1.353], [-2.762, 0.349, 0.596], [-2.866, -3.716, -0.947], [-3.951, -4.351, -1.527], [-3.824, -5.708, -1.784], [-2.665, -6.404, -1.424], [-1.601, -5.755, -0.815], [-1.720, -4.389, -0.615], [3.584, -1.713, 3.879], [2.921, -4.123, 4.167], [1.340, -5.105, 2.487], [2.714, -0.483, 1.934], [-5.905, -0.775, 0.630], [-6.232, 1.288, 2.016], [-4.211, 2.722, 2.475], [-2.048, 2.037, 1.539], [-4.852, -3.801, -1.761], [-4.639, -6.244, -2.251], [-2.610, -7.468, -1.609], [-0.714, -6.284, -0.494], [7.448, 2.288, -0.860], [6.985, 1.834, 0.364], [5.732, 1.239, 0.452], [4.923, 1.095, -0.672], [5.405, 1.559, -1.897], [6.653, 2.149, -1.992], [3.314, 0.252, -0.389], [3.471, -1.000, -1.731], [3.856, -2.259, -1.271], [4.354, -3.223, -2.145], [4.460, -2.938, -3.499], [4.012, -1.709, -3.980], [3.515, -0.755, -3.105], [2.064, 1.534, -0.799], [2.503, 2.841, -1.029], [1.621, 3.913, -1.138], [0.265, 3.700, -0.972], [-0.166, 2.408, -0.696], [0.685, 1.315, -0.626], [8.424, 2.750, -0.935], [7.596, 1.938, 1.251], [5.374, 0.876, 1.408], [4.793, 1.473, -2.787], [7.008, 2.504, -2.951], [3.805, -2.468, -0.209], [4.686, -4.179, -1.758], [4.897, -3.661, -4.177], [4.072, -1.484, -5.038], [3.162, 0.189, -3.495], [3.562, 3.049, -1.118], [2.006, 4.905, -1.334], [-0.455, 4.505, -1.052], [-1.240, 2.284, -0.547], [1.420, -3.610, -4.951], [1.220, -3.443, -3.494], [1.521, -4.712, -2.788], [-0.161, -2.912, -3.097], [-0.344, -1.524, -3.600], [-0.682, -1.350, -4.946], [-0.469, -0.138, -5.568], [0.135, 0.869, -4.822], [0.332, 0.717, -3.461], [0.018, -0.460, -2.745], [2.427, -3.985, -5.114], [1.283, -2.655, -5.447], [0.688, -4.331, -5.311], [1.894, -2.738, -3.157], [0.819, -5.469, -3.130], [1.409, -4.556, -1.716], [2.542, -5.006, -3.019], [-0.098, -2.875, -2.022], [-0.882, -3.669, -3.416], [-1.086, -2.188, -5.508], [-0.731, 0.010, -6.608], [0.390, 1.813, -5.291], [0.703, 1.589, -2.942], [0.135, 0.645, 5.805], [-0.018, 0.512, 4.465], [-0.722, -0.571, 3.974], [-0.874, -0.693, 2.603], [-0.339, 0.221, 1.676], [0.363, 1.289, 2.245], [0.525, 1.451, 3.623], [-1.142, -1.297, 4.658], [-1.438, -1.548, 2.247], [0.820, 2.043, 1.617], [1.072, 2.291, 4.030], [-2.655, 0.726, -2.284], [-2.796, 2.484, -2.382], [-2.233, 3.167, -3.462], [-2.334, 4.545, -3.569], [-2.999, 5.282, -2.598], [-3.584, 4.614, -1.530], [-3.493, 3.233, -1.430], [-1.714, 2.596, -4.218], [-1.886, 5.048, -4.418], [-3.077, 6.358, -2.682], [-4.128, 5.169, -0.776], [-3.984, 2.721, -0.612]], "lowdin_charge": [0.932, -0.060, -0.070, -0.018, -0.337, 0.133, -0.195, 0.168, -0.302, 0.030, -0.293, 0.169, -0.365, 0.007, -0.052, -0.056, -0.134, -0.010, -0.113, 0.004, -0.071, -0.076, -0.021, -0.135, 0.103, 0.105, 0.106, 0.038, 0.115, 0.109, 0.111, 0.112, 0.118, 0.102, 0.100, 0.111, -0.089, -0.085, -0.100, -0.372, -0.101, -0.079, 1.150, -0.338, -0.099, -0.101, -0.116, -0.093, -0.101, -0.358, -0.090, -0.069, -0.052, -0.178, -0.298, 0.101, 0.101, 0.094, 0.097, 0.103, 0.089, 0.109, 0.107, 0.112, 0.102, 0.088, 0.102, 0.106, 0.054, 0.000, -0.147, -0.002, -0.083, -0.288, -0.088, -0.086, -0.109, -0.176, -0.147, 0.090, 0.091, 0.111, 0.129, 0.105, 0.090, 0.087, 0.080, 0.144, 0.112, 0.101, 0.105, 0.079, 0.039, -0.293, -0.014, -0.134, -0.226, -0.123, -0.014, 0.115, 0.086, 0.089, 0.114, 0.728, -0.639, -0.114, -0.096, -0.113, -0.094, -0.120, 0.079, 0.099, 0.094, 0.099, 0.080], "relative_energy_ev": 0.973, "spin_multiplicity": 1, "homo_ha": -0.24889, "orbital_gap_ev": 6.459}